[1]
{"formula": "C15H22CaClO16", "method": "ωB97M-V/def2-TZVPD", "symbols": ["Ca", "Cl", "O", "O", "O", "O", "C", "C", "O", "C", "O", "O", "H", "H", "H", "H", "C", "C", "C", "O", "C", "O", "O", "H", "H", "H", "H", "H", "H", "C", "C", "C", "O", "C", "O", "O", "H", "H", "H", "H", "H", "H", "C", "C", "C", "O", "C", "O", "O", "H", "H", "H", "H", "H", "H"], "xyz": [[-0.4502, 3.8276, 3.1028], [0.7793, 2.7265, 0.3879], [0.1807, 3.0531, -0.8920], [1.8812, 1.9150, 0.1134], [1.2145, 3.9451, 0.8542], [-0.1222, 2.1041, 1.2608], [-0.8490, -0.8403, 6.5188], [-2.1527, -1.0337, 5.7003], [-2.1099, 0.2206, 5.0599], [-0.9084, 0.6230, 4.7965], [-0.6671, 1.5764, 4.0677], [-0.0754, -0.0704, 5.5840], [-0.2814, -1.7687, 6.5814], [-0.9094, -0.2430, 7.4285], [-3.0010, -1.0579, 6.3843], [-2.1116, -1.8644, 4.9958], [3.6905, -0.9109, -1.0348], [4.2793, -1.5976, -2.2506], [5.3060, -0.6952, -3.0231], [6.5617, -1.4815, -3.0178], [6.3832, -2.5833, -2.2458], [7.2159, -3.5413, -2.0998], [5.1195, -2.5713, -1.7320], [2.9106, -0.2511, -1.4150], [4.4841, -0.4344, -0.4593], [3.1920, -1.6231, -0.3772], [3.5493, -1.9817, -2.9631], [5.4680, 0.3243, -2.6730], [5.0360, -0.6669, -4.0788], [-2.1548, 3.4024, -3.2600], [-2.9808, 2.2105, -3.7621], [-2.6915, 0.9514, -3.0263], [-3.9594, 0.3065, -3.0533], [-4.9492, 1.2282, -3.4437], [-6.1462, 1.0516, -3.3894], [-4.3170, 2.4259, -3.6631], [-1.0802, 3.3032, -3.4128], [-2.2628, 3.4386, -2.1760], [-2.4898, 4.3708, -3.6317], [-2.7274, 2.0394, -4.8083], [-2.2452, 1.0850, -2.0408], [-1.9998, 0.2857, -3.5424], [0.2533, -1.4762, -0.3281], [-0.5558, -1.4970, 1.0225], [-1.8931, -0.7899, 0.9098], [-2.8067, -1.7559, 1.3590], [-2.2741, -2.9285, 1.4477], [-2.8937, -3.9858, 1.7785], [-0.9613, -2.8754, 1.1888], [0.6431, -0.5044, -0.6311], [-0.2514, -1.8533, -1.2177], [1.1170, -2.1289, -0.2009], [-0.0865, -1.1061, 1.9253], [-1.9683, -0.4247, -0.1145], [-1.9317, 0.1277, 1.4969]], "forces_ev_per_a": [[0.307, -0.742, -0.429], [0.825, -0.257, -8.042], [-1.266, -0.972, 0.547], [1.601, -2.110, 0.641], [1.008, 4.513, 4.331], [-2.553, -1.125, 2.999], [0.394, -1.286, -1.210], [1.148, 0.396, 2.194], [-3.033, 0.550, -1.863], [0.745, 0.895, 0.955], [0.356, -0.922, 0.592], [1.129, 1.123, -1.136], [-0.193, 0.095, 0.748], [-0.311, -0.389, 0.068], [-0.159, -0.132, -0.508], [-0.104, 0.120, 0.010], [-0.787, -0.160, -0.701], [1.232, 2.058, 0.385], [0.190, -1.109, -1.054], [-0.790, -0.017, 0.967], [2.348, -3.529, -0.228], [-3.850, 4.822, -0.450], [1.664, -2.402, 0.218], [0.186, 0.587, 0.484], [-0.215, 0.310, -0.169], [0.139, -0.140, -0.140], [-0.054, -0.356, 0.259], [0.113, -0.287, 0.377], [-0.035, 0.290, 0.048], [-0.469, -0.080, 0.759], [3.740, 1.397, -1.151], [0.345, -1.202, -0.201], [-1.721, 0.416, -0.188], [-0.642, -0.192, 1.914], [2.742, 0.164, -0.607], [-3.018, -0.511, 0.149], [-0.110, -0.227, -0.329], [-0.058, 0.103, 0.137], [-0.053, -0.206, -0.324], [-0.081, 0.060, -0.343], [-0.677, 0.144, 0.454], [0.060, 0.182, -0.242], [0.670, 0.079, 1.129], [0.002, -0.192, -2.068], [1.166, 1.222, -0.363], [-2.160, 1.830, -0.252], [-1.337, -5.734, 1.531], [2.483, 4.272, -1.358], [0.335, -0.087, 0.494], [-0.093, 0.265, 0.512], [-0.757, -0.173, 0.477], [0.023, 0.031, 0.057], [0.834, -0.490, -0.242], [-1.035, -0.590, -0.251], [-0.227, -0.300, 0.414]], "spin_multiplicity": 2, "orbital_gap_ev": [5.682, 9.903]}

---

[2]
{"formula": "C15H22Cl4MoN4OS2", "method": "ωB97M-V/def2-TZVPD", "symbols": ["Mo", "Cl", "C", "Cl", "H", "H", "S", "C", "N", "C", "C", "C", "N", "H", "H", "H", "H", "O", "S", "C", "C", "C", "C", "H", "H", "H", "H", "H", "H", "H", "H", "Cl", "C", "Cl", "H", "H", "N", "C", "C", "C", "C", "C", "N", "H", "H", "H", "H", "H", "H"], "xyz": [[0.5904, 0.0940, -0.5332], [0.2501, -1.9103, -2.2773], [0.0097, -0.8355, -3.6952], [-0.3287, 0.8310, -3.1303], [-0.8446, -1.1895, -4.2626], [0.9235, -0.8216, -4.2780], [1.3549, -0.9142, 1.3598], [1.6376, -2.6614, 1.1502], [2.2465, -3.2619, 2.2019], [2.4979, -4.5856, 2.2160], [2.1283, -5.3353, 1.1245], [1.5150, -4.6618, 0.0760], [1.2717, -3.3412, 0.0974], [2.5170, -2.7025, 3.0073], [2.9836, -4.9841, 3.0980], [2.3095, -6.4004, 1.0926], [1.2015, -5.1938, -0.8145], [-1.3105, -0.0800, -0.3463], [-2.6716, -0.4534, -1.1292], [-3.6694, -1.2668, 0.1394], [-4.4294, -0.1629, 0.8661], [-4.8640, 0.8111, -0.2226], [-3.6239, 1.1045, -1.0727], [-3.0109, -1.9036, 0.7297], [-4.3364, -1.9089, -0.4459], [-3.7892, 0.3276, 1.6023], [-5.2788, -0.5896, 1.3984], [-5.2514, 1.7457, 0.1816], [-5.6497, 0.3748, -0.8405], [-2.9475, 1.8203, -0.6004], [-3.8209, 1.4087, -2.0995], [2.5985, 0.2863, -1.5925], [5.5617, 1.4807, -1.9948], [6.3056, 0.6129, -3.0940], [5.6517, 1.2125, -0.9441], [4.9983, 2.3593, -2.3032], [-0.2486, 1.4190, 2.4784], [0.3028, 2.3262, 1.6596], [0.5748, 3.6283, 2.1358], [1.0054, 4.5895, 1.2733], [1.1721, 4.2736, -0.0959], [0.9531, 2.9996, -0.4939], [0.5794, 1.9817, 0.3678], [-0.4736, 1.6917, 3.4238], [-0.7068, 0.5969, 2.1255], [0.3872, 3.8518, 3.1777], [1.1878, 5.5955, 1.6290], [1.4577, 5.0257, -0.8166], [1.0826, 2.7157, -1.5289]], "forces_ev_per_a": [[-0.509, -0.055, 0.066], [-0.006, 0.115, 0.048], [-0.053, 0.043, 0.010], [0.020, -0.070, 0.004], [0.012, -0.007, 0.000], [0.003, -0.004, 0.010], [0.004, 0.029, -0.012], [0.020, 0.031, 0.053], [-0.020, -0.024, -0.047], [-0.009, -0.015, -0.030], [0.010, 0.020, 0.027], [0.007, -0.012, 0.019], [-0.015, -0.006, 0.003], [-0.003, 0.011, -0.002], [-0.003, -0.010, -0.001], [0.001, -0.002, 0.001], [-0.004, 0.001, -0.004], [0.263, -0.019, -0.059], [0.020, 0.056, 0.011], [-0.016, -0.007, 0.001], [-0.003, -0.013, 0.009], [0.005, 0.015, -0.009], [0.010, 0.002, 0.010], [-0.001, 0.000, -0.003], [-0.001, -0.005, 0.007], [0.002, 0.002, 0.001], [0.001, 0.004, 0.000], [0.000, 0.000, -0.001], [-0.003, -0.002, 0.000], [-0.002, -0.003, -0.009], [-0.005, -0.002, -0.002], [-0.040, -0.008, 0.065], [0.206, 0.113, -0.053], [0.091, 0.028, -0.014], [0.039, -0.028, -0.025], [0.023, -0.006, -0.028], [-0.073, -0.019, 0.060], [0.069, 0.072, 0.019], [-0.013, -0.052, -0.025], [0.006, 0.004, -0.009], [-0.027, -0.043, 0.001], [-0.013, 0.089, 0.000], [-0.048, -0.212, -0.100], [0.009, -0.007, -0.010], [0.025, 0.018, 0.012], [0.000, -0.009, 0.004], [0.002, 0.004, -0.006], [0.011, 0.007, 0.006], [0.004, -0.024, 0.000]], "orbital_gap_ev": [5.571, 5.580], "e_above_lowest_kcal_mol": 67.9, "total_charge": 4}

---

[3]
{"formula": "C15H22FNO4", "method": "ωB97M-V/def2-TZVPD", "symbols": ["C", "C", "O", "C", "O", "C", "F", "C", "O", "O", "C", "C", "H", "H", "H", "H", "H", "H", "H", "H", "H", "H", "H", "C", "C", "C", "C", "C", "N", "C", "C", "C", "H", "H", "H", "H", "H", "H", "H", "H", "H", "H", "H"], "xyz": [[5.1257, -0.7889, -2.2133], [4.5038, -1.4030, -0.9795], [3.1749, -1.8622, -1.3828], [2.5135, -2.5234, -0.3922], [3.0756, -2.8980, 0.6227], [1.0228, -2.5115, -0.7521], [0.7128, -1.1812, -0.5292], [-0.0391, -3.3230, 0.0278], [0.0960, -3.7957, 1.1281], [-1.2057, -3.4152, -0.6664], [-2.3150, -3.9736, 0.1299], [-3.5006, -4.1089, -0.8022], [6.1850, -0.5633, -2.0534], [5.0577, -1.4894, -3.0516], [4.6391, 0.1589, -2.4824], [4.3681, -0.6256, -0.1985], [5.1179, -2.2392, -0.5911], [0.9094, -2.6893, -1.8184], [-2.0815, -4.9476, 0.5973], [-2.5352, -3.2319, 0.9177], [-4.3487, -4.6231, -0.3291], [-3.8704, -3.1191, -1.1041], [-3.2322, -4.6878, -1.6935], [-2.1018, 5.5890, 1.7619], [-1.6000, 4.1931, 1.3665], [-2.4937, 3.0898, 1.3680], [-2.0383, 1.9015, 0.7317], [-2.6591, 0.5449, 0.8214], [-0.9075, 1.9296, 0.0134], [0.0588, 2.8220, 0.2874], [1.4486, 2.3718, -0.0456], [-0.2823, 4.0431, 0.8928], [-3.1613, 5.5782, 2.0538], [-1.5401, 6.0400, 2.5995], [-2.0169, 6.3125, 0.9266], [-3.5080, 3.2162, 1.7617], [-3.6778, 0.5754, 1.1889], [-2.6379, 0.0819, -0.1710], [-2.0664, -0.0885, 1.5001], [2.1442, 3.2057, -0.0457], [1.7995, 1.6429, 0.7018], [1.4517, 1.8850, -1.0262], [0.4145, 4.9080, 0.9292]], "forces_ev_per_a": [[0.089, 0.197, -0.237], [0.079, 0.273, -0.056], [-0.052, -0.364, 0.925], [1.566, -0.383, 1.199], [-1.437, 0.352, -1.492], [-0.280, 0.047, -0.083], [-0.477, 0.435, 0.040], [-0.140, -0.683, 0.651], [0.254, 0.493, -0.672], [0.465, -0.252, 0.690], [-0.298, 0.308, 0.004], [-0.273, 0.191, -0.298], [-0.139, -0.106, 0.119], [0.000, 0.169, 0.067], [0.000, -0.363, -0.006], [0.084, -0.673, -0.233], [-0.589, 0.416, -0.146], [0.000, -0.148, -0.117], [0.387, 0.619, -0.335], [0.204, -0.462, -0.165], [0.376, 0.086, 0.116], [0.193, -0.279, -0.090], [-0.024, 0.176, 0.135], [0.061, 0.076, 0.133], [-0.682, 0.382, -0.447], [1.147, 0.101, -0.442], [0.257, 1.575, -0.167], [-0.338, -0.076, -0.345], [0.934, -1.205, 1.512], [-1.156, 0.477, -0.064], [0.069, 0.229, -0.386], [-0.175, -0.006, 0.105], [0.305, -0.145, -0.056], [-0.108, -0.366, -0.286], [0.050, -0.539, 0.251], [0.474, -0.280, 0.022], [-0.243, 0.009, 0.087], [-0.001, -0.014, 0.204], [-0.102, 0.277, -0.213], [0.142, 0.116, -0.041], [-0.261, 0.180, -0.216], [0.054, 0.012, 0.201], [-0.418, -0.853, 0.138]], "smiles": "CCOC(=O)C(F)C(=O)OCC.Cc1cc(C)nc(C)c1", "orbital_gap_ev": 9.608}

---

Quick rundown of energy, same order as above: -79623.88108; -97495.43976; -28308.80010 eV